{
  "formula": "C29H27N3O3",
  "method": "ωB97M-V/def2-TZVPD",
  "e_homo_ev": -7.6,
  "charge": 0,
  "gap_ev": 5.90,
  "relative_energy_kj_mol": 505.53,
  "multiplicity": 1,
  "elements": ["C", "O", "C", "C", "C", "C", "N", "C", "N", "C", "C", "C", "C", "C", "H", "H", "H", "H", "H", "H", "H", "H", "H", "H", "H", "H", "O", "C", "O", "C", "C", "C", "C", "C", "C", "C", "C", "N", "C", "C", "C", "C", "C", "C", "C", "C", "C", "H", "H", "H", "H", "H", "H", "H", "H", "H", "H", "H", "H", "H", "H", "H"],
  "positions_angstrom": [[6.11243, -3.58256, 1.27116], [5.24709, -2.47689, 1.60847], [3.90188, -2.69108, 1.61232], [3.08300, -1.54146, 1.78069], [1.70611, -1.67220, 1.71938], [1.14388, -2.95728, 1.67829], [-0.23323, -3.08375, 1.76490], [-1.10130, -2.07150, 1.43599], [-2.31544, -2.68448, 1.49207], [-3.54782, -2.10705, 1.04734], [-2.21952, -3.99416, 1.99242], [-0.91247, -4.25747, 2.14166], [1.93614, -4.10108, 1.53650], [3.31916, -3.97941, 1.45542], [7.12171, -3.16549, 1.30280], [6.01456, -4.39384, 2.00303], [5.89108, -3.95584, 0.26129], [3.54490, -0.56463, 1.91208], [1.04013, -0.81136, 1.74825], [-3.37127, -1.12092, 0.60022], [-4.01375, -2.74799, 0.28569], [-4.26302, -2.00873, 1.87307], [-3.05768, -4.63064, 2.17411], [-0.40107, -5.15331, 2.44014], [1.45119, -5.08089, 1.44119], [3.93084, -4.87306, 1.29707], [3.29182, 1.62059, 0.87618], [2.87128, 2.67827, 0.35564], [3.20761, 3.35468, -0.63904], [1.61394, 3.26634, 1.03624], [1.52686, 4.80866, 1.08184], [0.32083, 5.12978, 0.27082], [-0.25127, 3.93542, -0.21177], [-1.40068, 3.95400, -0.99825], [-1.99597, 5.18694, -1.26734], [-1.40896, 6.38436, -0.82731], [-0.24467, 6.36250, -0.04950], [0.53050, 2.84792, 0.16567], [0.36326, 1.54137, -0.16031], [-0.81678, 0.95717, -0.63700], [-0.80885, -0.09675, -1.53456], [-1.93843, -0.51586, -2.31714], [-1.76634, -1.31902, -3.47954], [-2.83930, -1.61643, -4.31212], [-4.12620, -1.15715, -3.99005], [-4.33140, -0.42071, -2.81550], [-3.25508, -0.11127, -1.98479], [1.49617, 2.81999, 2.02999], [1.42014, 5.11334, 2.13201], [2.43880, 5.28023, 0.69200], [-1.80173, 3.02561, -1.39116], [-2.92382, 5.21526, -1.83473], [-1.86165, 7.34016, -1.09002], [0.21783, 7.28188, 0.31664], [1.24725, 0.90713, -0.03247], [-1.76274, 1.38367, -0.29074], [0.15204, -0.56473, -1.75726], [-0.76720, -1.67878, -3.72335], [-2.68439, -2.20393, -5.22030], [-4.96626, -1.37635, -4.65123], [-5.33589, -0.08283, -2.55064], [-3.41824, 0.45564, -1.06649]],
  "forces_ev_per_a": [[-0.5, 0.7, 0.2], [0.3, -0.5, -0.2], [-0.6, -0.6, 0.0], [0.4, -0.7, -0.4], [0.4, -0.5, 0.4], [1.5, 0.0, -0.1], [-2.3, -0.3, 0.3], [-0.2, -0.5, -0.8], [0.9, -0.7, 0.9], [-0.8, 0.3, -0.1], [0.2, 0.4, -0.5], [0.3, 0.7, -0.4], [-0.4, 0.4, -0.1], [0.6, 0.9, 0.2], [-0.2, -0.2, 0.0], [0.0, 0.1, -0.1], [0.0, 0.1, 0.2], [-0.1, -0.2, -0.3], [0.3, -0.2, 0.2], [0.1, -0.4, 0.3], [0.2, 0.2, 0.1], [0.1, 0.1, -0.1], [-0.3, -0.1, 0.0], [-0.1, 0.0, 0.2], [0.4, 0.4, 0.0], [-0.2, 0.5, 0.1], [-0.1, 0.3, -0.5], [0.9, 0.5, -0.2], [0.2, -0.8, 0.4], [0.8, 0.5, 0.6], [0.5, -0.2, 0.6], [-0.5, -0.3, -0.3], [-0.7, 1.5, -0.2], [0.0, 0.0, 0.1], [0.3, 0.2, 0.0], [0.0, -0.3, 0.1], [-0.1, -0.4, -0.1], [-1.4, -3.6, -0.4], [1.3, 2.1, 0.8], [-1.3, -1.1, -1.3], [0.9, 1.5, 1.3], [-1.5, -0.7, -0.7], [0.0, 0.5, 0.6], [-0.4, 0.1, 0.1], [0.4, 0.0, 0.1], [0.2, -0.1, 0.0], [0.3, -0.1, -0.4], [-0.2, 0.0, -0.3], [-0.1, 0.1, -0.3], [-0.2, -0.3, -0.1], [-0.1, 0.4, 0.0], [0.3, 0.0, 0.0], [0.1, -0.3, 0.1], [-0.2, -0.3, -0.2], [0.0, 0.4, 0.2], [0.4, 0.0, -0.4], [-0.1, 0.2, 0.0], [-0.2, 0.1, 0.0], [0.0, 0.2, 0.3], [0.3, 0.0, 0.2], [0.3, -0.1, -0.1], [-0.1, -0.1, -0.4]]
}